(1)
{
  "formula": "C34H45F3N5PV",
  "method": "ωB97M-V/def2-TZVPD",
  "mol_weight_g_mol": 662.68,
  "lumo_ev": [-3.06, -3.12],
  "de_lowest_ev": 0.0000,
  "multiplicity": 3,
  "homo_lumo_gap_ev": [6.746, 7.117],
  "charge": 1,
  "species": ["V", "C", "C", "C", "N", "C", "C", "C", "C", "C", "C", "C", "N", "C", "C", "C", "N", "C", "C", "C", "C", "C", "C", "C", "N", "C", "C", "H", "H", "H", "H", "H", "H", "H", "H", "H", "H", "H", "H", "H", "H", "H", "H", "H", "H", "H", "H", "H", "H", "H", "H", "H", "H", "F", "C", "F", "F", "C", "C", "C", "N", "C", "C", "H", "H", "H", "H", "C", "C", "P", "C", "C", "C", "C", "H", "H", "H", "H", "H", "H", "H", "H", "H", "H", "H", "H", "H", "H", "H"],
  "positions_angstrom": [[-0.4950, -1.0503, 0.8091], [-3.9960, -0.3140, -0.2863], [-2.9900, 0.8085, -0.0090], [-2.6041, 1.0050, 1.4597], [-1.3420, 0.3555, 1.8441], [-0.7883, 0.6969, 3.0479], [-1.4646, 1.4491, 3.9895], [-1.0612, 1.9472, 5.2421], [0.1541, 1.8945, 5.8626], [1.3169, 1.2886, 5.3619], [1.4951, 0.5581, 4.2197], [0.5743, 0.1690, 3.2113], [0.8790, -0.6925, 2.2678], [2.2188, -1.1512, 1.9477], [2.9132, -0.1671, 0.9958], [1.9141, 0.4809, 0.0242], [0.8633, -0.4139, -0.4576], [0.9116, -1.0031, -1.6632], [2.0564, -0.9797, -2.4667], [2.3116, -1.4807, -3.7379], [1.4791, -2.1565, -4.6067], [0.1670, -2.5203, -4.3527], [-0.6066, -2.3345, -3.2216], [-0.3386, -1.7122, -1.9901], [-1.2226, -1.7005, -0.9889], [-2.5609, -2.2560, -1.1719], [-3.5267, -1.7571, -0.1004], [-4.8661, -0.1493, 0.3563], [-4.3602, -0.2045, -1.3127], [-2.0859, 0.7103, -0.6122], [-3.4542, 1.7375, -0.3452], [-2.4990, 2.0784, 1.6464], [-3.4268, 0.6565, 2.0985], [-2.4838, 1.7021, 3.7316], [-1.8397, 2.4779, 5.7790], [0.2382, 2.3840, 6.8242], [2.2026, 1.4005, 5.9771], [2.5001, 0.1858, 4.0663], [2.8496, -1.3744, 2.8113], [2.0910, -2.1050, 1.4253], [3.3859, 0.6398, 1.5605], [3.7090, -0.6968, 0.4678], [1.3939, 1.2897, 0.5396], [2.4535, 0.9582, -0.7954], [2.9046, -0.4832, -2.0139], [3.3201, -1.3034, -4.0950], [1.8929, -2.4369, -5.5665], [-0.3333, -3.0516, -5.1551], [-1.5975, -2.7596, -3.2984], [-2.9728, -1.9638, -2.1438], [-2.5249, -3.3528, -1.1636], [-4.4050, -2.4066, -0.1248], [-3.0895, -1.8946, 0.8945], [-0.7091, -7.3350, 4.0066], [-1.0871, -6.1865, 4.5832], [-2.3188, -6.3527, 5.0872], [-0.2533, -5.9369, 5.6066], [-1.0586, -5.0352, 3.5972], [-0.3992, -5.1459, 2.3913], [-0.3632, -4.0423, 1.5576], [-0.9482, -2.8836, 1.8719], [-1.6155, -2.7988, 3.0299], [-1.6828, -3.8420, 3.9297], [0.0841, -6.0689, 2.1048], [0.1510, -4.0823, 0.6043], [-2.0823, -1.8457, 3.2459], [-2.2159, -3.7305, 4.8637], [1.5590, 3.5964, -4.2149], [1.3901, 2.7796, -2.9344], [-0.3325, 2.4455, -2.3446], [-1.0550, 1.6995, -3.8752], [-2.4044, 1.0182, -3.6346], [-1.0225, 4.1586, -2.3633], [-2.3650, 4.2681, -1.6376], [2.6175, 3.7435, -4.4363], [1.1028, 4.5820, -4.1258], [1.1107, 3.0923, -5.0713], [1.9069, 3.2667, -2.1017], [1.8603, 1.7982, -3.0527], [-0.3302, 0.9498, -4.2115], [-1.1330, 2.4477, -4.6670], [-2.3056, 0.2301, -2.8851], [-2.7853, 0.5669, -4.5524], [-3.1561, 1.7234, -3.2762], [-1.1104, 4.5261, -3.3878], [-0.2838, 4.7869, -1.8574], [-3.1306, 3.6557, -2.1164], [-2.7237, 5.2979, -1.6317], [-2.2726, 3.9363, -0.6016]]
}

(2)
{
  "formula": "C49H70BF6N8O8P2S2Ti",
  "method": "ωB97M-V/def2-TZVPD",
  "mol_weight_g_mol": 1197.90,
  "lumo_ev": 1.77,
  "de_lowest_ev": 0.3030,
  "homo_lumo_gap_ev": 5.653,
  "charge": -1,
  "species": ["Ti", "C", "C", "C", "C", "P", "C", "N", "B", "N", "C", "P", "C", "C", "C", "C", "C", "C", "C", "C", "C", "C", "C", "C", "C", "C", "C", "C", "C", "C", "H", "H", "H", "H", "H", "H", "H", "H", "H", "H", "H", "H", "H", "H", "H", "H", "H", "H", "H", "H", "H", "H", "H", "H", "H", "H", "H", "H", "H", "H", "H", "H", "H", "H", "H", "H", "H", "H", "H", "H", "H", "H", "H", "H", "F", "C", "F", "F", "S", "O", "O", "N", "S", "O", "O", "C", "F", "F", "F", "C", "O", "C", "C", "C", "C", "C", "C", "N", "C", "N", "C", "C", "C", "C", "C", "C", "O", "C", "N", "C", "C", "C", "C", "C", "C", "O", "C", "H", "H", "H", "H", "H", "H", "H", "H", "H", "H", "H", "H", "H", "H", "H", "H", "H", "H", "H", "H", "H", "H", "N", "C", "N", "O", "H", "H", "H", "H"],
  "positions_angstrom": [[-0.5120, -0.2767, 0.2403], [3.1765, -4.0735, 3.7842], [3.5157, -3.5645, 2.3681], [4.2547, -2.2270, 2.5236], [4.4734, -4.5387, 1.6653], [1.8691, -3.1687, 1.4876], [2.5182, -2.4163, -0.1134], [2.6611, -0.9502, 0.0076], [1.6784, 0.1159, 0.2465], [2.4910, 1.3337, 0.3088], [2.1422, 2.7587, 0.3444], [0.7386, 3.2208, 1.4693], [0.1409, 4.7961, 0.5858], [1.1473, 5.9198, 0.3154], [-0.4047, 4.3317, -0.7757], [-1.0483, 5.3074, 1.4101], [1.6644, 3.7585, 3.0621], [2.0851, 5.2213, 3.2077], [0.6714, 3.4485, 4.1982], [2.9408, 2.9168, 3.2466], [3.8101, 1.0173, 0.0075], [4.9252, 1.8359, -0.1230], [6.1433, 1.2587, -0.4702], [6.2366, -0.1052, -0.7091], [5.1235, -0.9306, -0.5835], [3.9102, -0.3705, -0.2011], [1.0548, -4.8531, 1.0594], [0.6633, -4.9181, -0.4100], [-0.2140, -4.8464, 1.9329], [1.8178, -6.1423, 1.3735], [4.0100, -4.6551, 4.1924], [2.9874, -3.2329, 4.4510], [2.2838, -4.7019, 3.8006], [5.0363, -2.3327, 3.2858], [4.7338, -1.9168, 1.6010], [3.5770, -1.4308, 2.8377], [5.4978, -4.3117, 1.9806], [4.2745, -5.5730, 1.9284], [4.4361, -4.4530, 0.5768], [3.4887, -2.8337, -0.3545], [1.8391, -2.6543, -0.9273], [3.0276, 3.3177, 0.6382], [1.8494, 3.0618, -0.6603], [2.1084, 5.5266, -0.0259], [0.7506, 6.5561, -0.4832], [1.3187, 6.5546, 1.1807], [0.3825, 4.2689, -1.5281], [-0.8688, 3.3509, -0.7150], [-1.1550, 5.0468, -1.1317], [-0.7458, 5.6367, 2.4089], [-1.5264, 6.1520, 0.9008], [-1.7842, 4.5053, 1.5253], [1.2337, 5.9029, 3.2029], [2.5897, 5.3323, 4.1747], [2.7886, 5.5217, 2.4310], [-0.2692, 3.9900, 4.0549], [0.4359, 2.3857, 4.2363], [1.0948, 3.7448, 5.1654], [3.7939, 3.3866, 2.7528], [3.1742, 2.8493, 4.3150], [2.8591, 1.9034, 2.8559], [4.8613, 2.9061, 0.0230], [7.0203, 1.8870, -0.5704], [7.1865, -0.5341, -1.0050], [5.2127, -1.9838, -0.8142], [0.0952, -4.0489, -0.7229], [1.5366, -5.0127, -1.0483], [0.0192, -5.7884, -0.5722], [-0.8446, -3.9856, 1.7160], [-0.8059, -5.7492, 1.7463], [0.0537, -4.8173, 2.9960], [2.6530, -6.2932, 0.6922], [2.1774, -6.1889, 2.4017], [1.1242, -6.9775, 1.2293], [1.0129, -2.7080, -4.9516], [1.5443, -2.6310, -3.6604], [2.8651, -2.1635, -3.9359], [1.8085, -3.9895, -3.4006], [-0.7841, -1.7328, -2.6237], [-0.1391, -1.2759, -1.2098], [-0.6572, -0.6137, -3.5533], [-2.4547, -1.5662, -2.1500], [-2.8650, -2.1749, -0.8212], [-2.9769, -3.6097, -0.7298], [-2.2757, -1.5712, 0.4152], [-4.6578, -1.6206, -0.6782], [-5.0176, -0.7631, -1.6314], [-5.4691, -2.6805, -0.7586], [-4.8846, -1.0319, 0.5133], [-3.9635, 4.6518, 3.5482], [-3.3699, 3.3855, 3.7715], [-4.0254, 2.5155, 4.5745], [-5.1925, 2.8330, 5.2595], [-5.7646, 1.9296, 6.1441], [-5.1609, 0.7035, 6.3613], [-4.0131, 0.3754, 5.6570], [-3.4478, 1.2460, 4.7356], [-2.2495, 0.8526, 4.0952], [-2.0304, 0.6589, 2.7524], [-2.9284, 1.2434, 1.9639], [-2.9659, 1.4755, 0.5815], [-1.9784, 1.0911, -0.3117], [-2.2164, 1.3652, -1.6672], [-3.3331, 2.0568, -2.0893], [-4.2872, 2.4782, -1.1689], [-4.1088, 2.1671, 0.1594], [-5.0049, 2.4867, 1.1563], [-6.3059, 2.8516, 0.7489], [-0.9382, 0.0491, 2.3184], [-0.1515, -0.6006, 3.3174], [1.1511, -0.1969, 3.5495], [1.8767, -0.6513, 4.6400], [1.3123, -1.5771, 5.4976], [0.0515, -2.0920, 5.2187], [-0.6731, -1.6227, 4.1331], [-1.9083, -2.0822, 3.7967], [-2.3680, -3.2651, 4.4196], [-3.3017, 5.1747, 2.8651], [-4.0498, 5.2219, 4.4770], [-4.9487, 4.5524, 3.0870], [-5.6556, 3.8005, 5.1274], [-6.6733, 2.2002, 6.6666], [-5.5846, -0.0017, 7.0650], [-3.5400, -0.5891, 5.8018], [-1.6626, 0.2808, 4.6767], [-3.7353, 1.6157, 2.4353], [-1.5148, 1.0170, -2.4057], [-3.4928, 2.2513, -3.1433], [-5.1599, 3.0260, -1.4995], [-6.9188, 2.8636, 1.6478], [-6.7168, 2.1273, 0.0407], [-6.3219, 3.8452, 0.2901], [1.5647, 0.5129, 2.8475], [2.8714, -0.2656, 4.8274], [1.8496, -1.9253, 6.3705], [-0.3631, -2.8570, 5.8616], [-3.2639, -3.5607, 3.8807], [-2.6149, -3.1005, 5.4744], [-1.6295, -4.0668, 4.3514], [2.0658, 0.6236, -3.5521], [1.0242, 1.3923, -3.1244], [0.3378, 2.0806, -4.1114], [0.8133, 1.6035, -1.9309], [1.9444, 0.1420, -4.4300], [2.4322, 0.0156, -2.8342], [0.1998, 1.5528, -4.9600], [-0.5246, 2.4643, -3.7567]]
}

(3)
{
  "formula": "C3HInO3",
  "method": "ωB97M-V/def2-TZVPD",
  "mol_weight_g_mol": 199.86,
  "lumo_ev": [-5.78, -7.84],
  "de_lowest_ev": 0.0000,
  "multiplicity": 2,
  "homo_lumo_gap_ev": [7.853, 5.766],
  "charge": 1,
  "species": ["O", "C", "H", "C", "O", "C", "O", "In"],
  "positions_angstrom": [[-0.4093, -1.1434, -0.0818], [-1.7694, -0.9589, 0.0982], [-2.4292, -1.6724, -0.3876], [-2.2470, 0.1524, 0.6475], [-2.3257, 1.3372, 0.7200], [0.2834, 0.0189, 0.0769], [1.1501, -0.1126, 0.9728], [2.4319, 1.1372, 1.3777]]
}

(4)
{
  "formula": "C10H24N3O4Y",
  "method": "ωB97M-V/def2-TZVPD",
  "mol_weight_g_mol": 339.22,
  "lumo_ev": -10.30,
  "de_lowest_ev": 5.0778,
  "homo_lumo_gap_ev": 2.522,
  "charge": 2,
  "species": ["Y", "C", "O", "H", "H", "H", "C", "C", "O", "N", "C", "H", "H", "H", "H", "H", "H", "H", "C", "C", "O", "N", "C", "H", "H", "H", "H", "H", "H", "H", "C", "C", "O", "N", "C", "H", "H", "H", "H", "H", "H", "H"],
  "positions_angstrom": [[-0.1204, 0.7679, 4.0658], [0.9636, 0.3422, 0.7232], [0.7080, 0.0128, 2.0514], [0.0693, 0.1382, 0.1219], [1.2076, 1.4058, 0.6084], [1.7819, -0.2259, 0.2738], [-2.5547, -2.6267, -0.5816], [-3.6262, -1.5576, -0.6964], [-4.7876, -1.9087, -0.5264], [-3.3157, -0.2668, -0.9847], [-2.1818, 0.0990, -1.8028], [-2.2310, -2.9006, -1.5878], [-2.9572, -3.5035, -0.0906], [-1.6869, -2.2599, -0.0219], [-4.2073, 0.1771, -1.1985], [-1.4622, -0.7129, -1.6738], [-1.5921, 0.9006, -1.3293], [-2.2622, 0.4048, -2.8430], [4.0601, -2.5998, -2.8075], [4.2397, -3.7641, -1.8617], [4.9168, -4.7152, -2.2051], [3.5659, -3.7996, -0.6797], [2.5818, -2.8083, -0.2217], [5.0439, -2.2589, -3.1297], [3.4940, -1.7531, -2.4280], [3.6459, -3.0373, -3.7165], [3.8128, -4.5010, -0.0030], [3.2324, -1.9611, 0.0375], [2.0217, -3.0986, 0.6617], [1.9015, -2.6235, -1.0528], [-3.0000, 3.7390, 2.4392], [-1.5188, 3.5500, 2.2766], [-0.9524, 2.5067, 2.7438], [-0.8511, 4.4575, 1.6060], [0.5797, 4.4495, 1.3546], [-3.2978, 4.6971, 2.0076], [-3.3035, 3.8306, 3.4822], [-3.5742, 2.9692, 1.9268], [-1.3872, 5.1259, 1.0689], [1.0657, 3.6608, 1.9313], [1.0078, 5.3864, 1.7074], [0.9701, 4.2619, 0.3540]]
}

(5)
{
  "formula": "H2NO5P2",
  "method": "ωB97M-V/def2-TZVPD",
  "mol_weight_g_mol": 157.97,
  "lumo_ev": 3.41,
  "de_lowest_ev": 1.5369,
  "homo_lumo_gap_ev": 9.240,
  "charge": -1,
  "species": ["N", "O", "O", "O", "O", "O", "P", "P", "H", "H"],
  "positions_angstrom": [[0.4752, 0.3407, 0.3782], [-1.7811, -1.1226, -0.8255], [0.1333, 2.9764, 0.0426], [-3.9948, -0.0167, -0.5380], [-1.6915, 1.3395, -0.3900], [-2.3950, -0.2157, 1.5160], [-0.2934, 1.6098, -0.0720], [-2.6475, -0.0957, 0.0523], [-0.8290, -1.1460, -0.4313], [1.3849, 0.5720, 0.5862]]
}